No. 1
DFT (the ωB97M-V functional and the def2-TZVPD basis) results for the molecule C6H15N in a non-equilibrium geometry.

Geometry as XYZ:
```
22
C6H15N | the OMol25 dataset | the ωB97M-V functional and the def2-TZVPD basis
N 0.524 0.136 -0.071
C -0.870 -0.278 -0.370
C 0.539 1.047 1.091
C 1.033 2.444 0.677
C 1.433 -0.987 0.152
C -1.039 -0.375 -1.913
C -1.406 -1.590 0.223
H 0.526 2.778 -0.206
H -0.075 -0.118 -2.341
H -0.906 -2.479 -0.130
H -1.484 -1.669 1.320
H 0.931 -1.959 0.221
H 1.154 0.701 1.927
H -0.445 1.189 1.548
H 0.958 3.112 1.522
H -1.814 0.292 -2.282
H -1.554 0.475 0.011
H 1.960 -0.949 1.098
H -1.229 -1.390 -2.271
H -2.483 -1.580 0.017
H 2.153 -1.173 -0.640
H 2.093 2.374 0.414
```

Properties
* energy relative to the best compared isomer or geometry (same formula, charge and spin): 1.467 eV
* LUMO energy: 0.04059 Ha
* structure (SMILES): CCN(C)C(C)C
* E_HOMO: -0.311 Eh
* total energy: -7954.2992 eV

Results of the Löwdin charge analysis, in e, for atoms 1 through 4: number 1, N, carries -0.169; number 2, C, carries -0.405; number 3, C, carries -0.267; number 4, C, carries -0.085

No. 2
DFT (the ωB97M-V functional and the def2-TZVPD basis) results for a structure of composition Cl2Hg5O20S3 in a non-equilibrium geometry.

Geometry as XYZ:
```
30
Cl2Hg5O20S3 | the OMol25 dataset | the ωB97M-V functional and the def2-TZVPD basis
Hg -1.437 0.906 -1.502
Hg 4.352 0.140 0.867
Hg -0.025 -2.249 -2.169
Hg -1.294 0.268 3.312
Hg 1.257 3.735 0.038
Cl 3.551 -1.327 -2.108
Cl -1.840 3.565 1.562
S 0.770 0.284 0.472
S -1.076 -2.797 4.221
S -2.034 -0.327 -4.354
O -1.718 -1.720 3.329
O 2.230 0.292 0.587
O -1.327 2.604 2.540
O 0.238 1.678 0.255
O -1.498 -1.039 -5.470
O 4.250 -1.484 -0.769
O -2.173 2.790 0.378
O 2.116 -1.297 -1.868
O 4.038 -0.189 -2.773
O -0.676 4.394 1.244
O 0.153 -0.249 1.682
O -0.144 -3.588 3.448
O -0.468 -2.188 5.390
O -2.910 4.362 1.982
O -1.281 -0.690 -2.997
O 0.306 -0.385 -0.768
O 3.850 -2.584 -2.727
O -3.437 -0.382 -4.062
O -1.524 1.081 -4.326
O -2.248 -3.605 4.587
```

Properties
* energy relative to the best compared isomer or geometry (same formula, charge and spin): 0.000 eV
* LUMO energy: -0.45422 Ha
* net charge: +2
* E_HOMO: -0.519 Eh
* total energy: -119324.7435 eV

Results of the Löwdin charge analysis, in e, for atoms 1 through 4: number 1, Hg, carries 1.405; number 2, Hg, carries 1.376; number 3, Hg, carries 1.421; number 4, Hg, carries 1.400

No. 3
DFT (the ωB97M-V functional and the def2-TZVPD basis) results for a cluster of 3 separate species, C12H17N3 in total in a non-equilibrium geometry.

Geometry as XYZ:
```
32
C12H17N3 | the OMol25 dataset | the ωB97M-V functional and the def2-TZVPD basis
N -14.770 11.569 34.604
N -9.238 15.887 36.105
N -11.297 17.369 34.036
C -8.542 16.558 31.592
C -10.246 18.491 31.880
C -12.638 10.974 35.068
C -12.934 12.121 35.623
C -9.642 15.025 37.105
C -8.573 15.030 38.011
C -8.760 18.092 31.730
C -10.860 17.872 33.079
C -13.822 10.594 34.452
C -14.260 12.441 35.453
C -7.695 16.067 37.533
C -8.112 16.577 36.357
H -15.710 11.427 34.265
H -8.479 14.431 38.905
H -8.340 18.552 30.835
H -8.138 18.435 32.557
H -10.348 19.567 31.733
H -14.822 13.183 35.999
H -12.344 12.614 36.381
H -8.973 16.135 30.685
H -10.858 18.075 31.080
H -9.832 16.119 35.321
H -14.074 9.718 33.874
H -7.841 17.385 35.694
H -6.874 16.442 38.126
H -7.529 16.281 31.302
H -11.766 10.342 34.988
H -8.847 15.910 32.414
H -10.621 14.571 37.089
```

Properties
* energy relative to the best compared isomer or geometry (same formula, charge and spin): 2.328 eV
* LUMO energy: 0.02604 Ha
* structure (SMILES): c1cc[nH]c1.c1cc[nH]c1.CCCC#N
* E_HOMO: -0.289 Eh
* total energy: -17187.8824 eV

Results of the Löwdin charge analysis, in e, for atoms 1 through 4: number 1, N, carries 0.019; number 2, N, carries -0.025; number 3, N, carries 0.148; number 4, C, carries -0.111

What did the second record say?
DFT (the ωB97M-V functional and the def2-TZVPD basis) results for a structure of composition Cl2Hg5O20S3 in a non-equilibrium geometry.

Geometry as XYZ:
```
30
Cl2Hg5O20S3 | the OMol25 dataset | the ωB97M-V functional and the def2-TZVPD basis
Hg -1.437 0.906 -1.502
Hg 4.352 0.140 0.867
Hg -0.025 -2.249 -2.169
Hg -1.294 0.268 3.312
Hg 1.257 3.735 0.038
Cl 3.551 -1.327 -2.108
Cl -1.840 3.565 1.562
S 0.770 0.284 0.472
S -1.076 -2.797 4.221
S -2.034 -0.327 -4.354
O -1.718 -1.720 3.329
O 2.230 0.292 0.587
O -1.327 2.604 2.540
O 0.238 1.678 0.255
O -1.498 -1.039 -5.470
O 4.250 -1.484 -0.769
O -2.173 2.790 0.378
O 2.116 -1.297 -1.868
O 4.038 -0.189 -2.773
O -0.676 4.394 1.244
O 0.153 -0.249 1.682
O -0.144 -3.588 3.448
O -0.468 -2.188 5.390
O -2.910 4.362 1.982
O -1.281 -0.690 -2.997
O 0.306 -0.385 -0.768
O 3.850 -2.584 -2.727
O -3.437 -0.382 -4.062
O -1.524 1.081 -4.326
O -2.248 -3.605 4.587
```

Properties
* energy relative to the best compared isomer or geometry (same formula, charge and spin): 0.000 eV
* LUMO energy: -0.45422 Ha
* net charge: +2
* E_HOMO: -0.519 Eh
* total energy: -119324.7435 eV

Results of the Löwdin charge analysis, in e, for atoms 1 through 4: number 1, Hg, carries 1.405; number 2, Hg, carries 1.376; number 3, Hg, carries 1.421; number 4, Hg, carries 1.400

Which of these has the highest energy relative to the best compared isomer or geometry (same formula, charge and spin)? C12H17N3

Among the records above, which one has the highest LUMO energy? C6H15N

Which of these has the lowest LUMO energy? Cl2Hg5O20S3